# 1
Below is a molecular structure, C24H58N7OReS2SeSi, with properties calculated with ωB97M-V/def2-TZVPD.

Cartesian coordinates (Å):
Re: 0.855 0.637 1.051
N: 2.628 1.858 0.405
C: 3.564 2.509 1.367
C: 2.933 3.704 2.063
N: 1.603 3.388 2.553
C: 1.459 3.035 3.952
C: 1.862 1.586 4.166
N: 1.056 0.653 3.323
H: 3.167 1.199 -0.154
H: 2.295 2.558 -0.254
H: 4.471 2.826 0.853
H: 3.848 1.754 2.090
H: 2.866 4.542 1.366
H: 3.610 4.014 2.867
H: 0.929 4.079 2.269
H: 0.408 3.161 4.225
H: 2.050 3.669 4.621
H: 1.743 1.322 5.217
H: 2.911 1.448 3.913
H: 0.093 0.694 3.638
H: 1.360 -0.300 3.503
C: 4.697 -1.531 1.407
C: 4.006 -2.631 0.583
C: 2.520 -2.240 0.585
O: 2.422 -1.030 1.419
C: 3.578 -1.063 2.304
H: 5.033 -0.713 0.768
H: 5.550 -1.899 1.973
H: 4.143 -3.601 1.057
H: 4.401 -2.693 -0.428
H: 1.891 -3.011 1.029
H: 2.141 -1.991 -0.397
H: 3.387 -1.787 3.100
H: 3.711 -0.081 2.742
C: -1.150 6.479 -0.312
Si: -2.138 5.239 -1.185
C: -1.624 4.630 -2.810
C: -3.704 4.679 -0.466
Se: -0.836 2.208 0.610
H: -1.589 7.473 -0.483
H: -0.123 6.503 -0.674
H: -1.166 6.302 0.766
H: -2.280 5.054 -3.583
H: -1.725 3.542 -2.855
H: -0.597 4.915 -3.039
H: -4.475 5.446 -0.614
H: -3.594 4.524 0.610
H: -4.044 3.756 -0.938
C: 0.332 0.069 -6.803
C: -0.951 0.079 -5.971
C: -1.313 -1.288 -5.387
C: -0.198 -1.917 -4.557
N: 0.299 -1.017 -3.491
C: 0.082 -0.962 -2.182
S: 1.137 0.181 -1.356
N: -0.782 -1.679 -1.490
C: -1.786 -2.669 -1.923
C: -1.242 -4.092 -1.903
C: -1.103 -4.649 -0.490
C: -0.480 -6.042 -0.479
H: 0.432 0.993 -7.373
H: 0.329 -0.757 -7.518
H: 1.235 -0.025 -6.190
H: -1.782 0.407 -6.596
H: -0.870 0.814 -5.162
H: -1.539 -1.982 -6.201
H: -2.219 -1.197 -4.780
H: 0.662 -2.130 -5.190
H: -0.510 -2.858 -4.126
H: 0.944 -0.312 -3.818
H: -0.776 -1.484 -0.495
H: -2.184 -2.388 -2.891
H: -2.605 -2.587 -1.207
H: -0.266 -4.124 -2.400
H: -1.917 -4.725 -2.485
H: -2.094 -4.687 -0.027
H: -0.490 -3.967 0.114
H: -1.083 -6.742 -1.061
H: -0.408 -6.435 0.536
H: 0.525 -6.029 -0.908
C: -1.947 -3.040 3.972
N: -2.526 -1.811 3.443
C: -3.860 -1.367 3.890
C: -4.088 -0.074 3.088
N: -2.895 -0.036 2.224
C: -2.045 -1.016 2.496
S: -0.547 -1.315 1.666
H: -2.602 -3.884 3.753
H: -1.834 -2.958 5.053
H: -0.979 -3.217 3.518
H: -3.853 -1.206 4.966
H: -4.600 -2.134 3.667
H: -4.138 0.807 3.723
H: -4.992 -0.121 2.486
H: -2.618 0.758 1.663

Output
E_HOMO (alpha / beta): -15.18 / -15.20 eV
ΔE to the lowest compared entry with this formula, charge and spin: 0.712 eV
Charge: +3
⟨S²⟩: 1.21
Multiplicity: 2
Gap between HOMO and LUMO (alpha / beta): 6.1 / 6.8 eV

# 2
Below is a molecular structure, C24H60As2F12Mg2NO15 in a non-equilibrium geometry, with properties calculated with ωB97M-V/def2-TZVPD.

Cartesian coordinates (Å):
Mg: -15.530 -8.988 0.412
Mg: -21.022 2.144 -3.055
N: -10.581 -7.294 -1.515
O: -11.709 -7.734 -1.206
O: -10.069 -6.264 -0.989
O: -9.886 -7.966 -2.316
As: -17.137 6.866 -1.778
F: -16.544 6.326 -0.188
F: -18.749 7.372 -1.076
F: -17.804 7.227 -3.406
F: -15.590 6.306 -2.457
F: -17.907 5.197 -2.000
F: -16.603 8.569 -1.687
As: -18.098 -3.334 -1.357
F: -16.411 -2.672 -1.465
F: -17.476 -4.945 -0.865
F: -19.804 -3.948 -1.238
F: -18.753 -1.722 -1.885
F: -18.029 -3.896 -3.024
F: -18.109 -2.770 0.392
C: -10.018 -2.211 -6.141
O: -9.804 -0.843 -6.046
C: -9.891 -0.356 -4.731
C: -10.219 1.113 -4.752
O: -9.150 1.768 -5.470
C: -9.112 3.208 -5.440
H: -9.980 -2.453 -7.203
H: -10.989 -2.585 -5.816
H: -9.166 -2.729 -5.701
H: -9.000 -0.602 -4.154
H: -10.660 -0.879 -4.163
H: -10.266 1.583 -3.770
H: -11.099 1.361 -5.346
H: -10.003 3.714 -5.811
H: -8.351 3.575 -6.130
H: -8.821 3.546 -4.445
C: -22.107 1.693 0.835
O: -22.765 1.347 -0.410
C: -23.872 0.492 -0.162
C: -24.537 0.105 -1.504
O: -23.522 0.142 -2.514
C: -23.721 -0.730 -3.652
H: -21.377 2.494 0.722
H: -21.615 0.772 1.148
H: -22.831 2.111 1.535
H: -24.612 0.973 0.477
H: -23.501 -0.359 0.409
H: -25.344 0.811 -1.699
H: -24.785 -0.945 -1.351
H: -23.552 -1.750 -3.307
H: -22.986 -0.524 -4.430
H: -24.670 -0.643 -4.181
C: -23.383 5.220 -4.260
O: -22.372 4.466 -4.858
C: -22.584 4.444 -6.280
C: -21.264 3.980 -6.986
O: -20.732 2.914 -6.110
C: -19.483 2.362 -6.608
H: -24.314 4.686 -4.447
H: -23.450 6.235 -4.652
H: -22.990 5.324 -3.249
H: -22.930 5.372 -6.735
H: -23.371 3.769 -6.617
H: -20.634 4.869 -6.989
H: -21.553 3.611 -7.971
H: -19.199 1.496 -6.010
H: -18.676 3.092 -6.548
H: -19.535 1.961 -7.620
C: -20.432 -5.328 8.173
O: -20.202 -6.678 8.596
C: -20.394 -6.954 9.984
C: -19.755 -8.321 10.399
O: -18.393 -8.188 10.244
C: -17.638 -9.385 10.562
H: -19.973 -4.608 8.850
H: -21.495 -5.087 8.146
H: -20.038 -5.198 7.165
H: -21.432 -6.924 10.316
H: -19.928 -6.243 10.666
H: -20.115 -9.084 9.709
H: -19.933 -8.635 11.427
H: -17.932 -9.702 11.562
H: -16.561 -9.231 10.506
H: -17.887 -10.205 9.888
C: -14.706 -7.397 3.991
O: -15.858 -7.755 3.368
C: -16.869 -8.069 4.382
C: -18.154 -8.394 3.520
O: -17.867 -9.259 2.404
C: -19.063 -9.861 1.902
H: -14.872 -6.428 4.462
H: -13.825 -7.243 3.369
H: -14.403 -8.164 4.704
H: -17.026 -7.261 5.096
H: -16.618 -8.891 5.053
H: -18.630 -7.469 3.195
H: -18.862 -8.914 4.165
H: -19.842 -9.121 1.718
H: -19.362 -10.632 2.611
H: -18.903 -10.466 1.010
C: -17.280 -15.198 -1.059
O: -16.649 -14.008 -1.608
C: -16.456 -13.943 -3.005
C: -15.653 -12.636 -3.252
O: -16.416 -11.552 -2.652
C: -17.319 -10.974 -3.641
H: -17.565 -14.979 -0.030
H: -16.551 -15.997 -0.926
H: -18.019 -15.640 -1.728
H: -17.386 -13.988 -3.571
H: -15.689 -14.685 -3.228
H: -15.340 -12.379 -4.263
H: -14.678 -12.670 -2.767
H: -17.622 -11.685 -4.410
H: -16.826 -10.270 -4.312
H: -18.186 -10.525 -3.157

Output
E_HOMO: -10.10 eV
Charge: +1
Multiplicity: 1
Gap between HOMO and LUMO: 1.4 eV

no.,electronic energy (hartree)
1,-4972.58869
2,-8203.03560